A structure of composition C38H90AgCuN8O12 in a non-equilibrium geometry. Source: OMol25; level of theory: the ωB97M-V functional and the def2-TZVPD basis.

Atoms and positions in Å:
Cu (2.619, -0.737, -1.964)
Ag (-3.166, 0.180, 4.388)
C (0.247, 1.794, 0.282)
C (0.888, 0.796, -0.430)
C (0.282, -0.759, -0.418)
O (0.742, -1.611, -1.271)
C (-0.839, -1.038, 0.432)
C (-1.393, -0.015, 1.185)
C (-0.873, 1.443, 1.070)
O (-1.355, 2.331, 1.834)
O (-2.286, -0.418, 2.045)
O (1.916, 0.987, -0.961)
H (0.648, 2.790, 0.169)
H (-1.071, -2.064, 0.676)
C (-3.677, -4.221, 5.374)
C (-3.093, -2.827, 5.359)
C (-1.791, -2.855, 4.647)
O (-1.250, -1.546, 4.436)
C (0.133, -1.605, 4.154)
N (-4.046, -1.952, 4.587)
H (-4.335, -4.483, 6.202)
H (-2.900, -4.957, 5.582)
H (-4.193, -4.729, 4.559)
H (-2.949, -2.444, 6.370)
H (-1.955, -3.314, 3.672)
H (-1.135, -3.449, 5.285)
H (0.302, -2.217, 3.268)
H (0.688, -1.925, 5.036)
H (0.418, -0.600, 3.843)
H (-4.363, -2.537, 3.826)
H (-4.865, -1.930, 5.177)
C (-1.037, 6.358, 1.142)
C (0.294, 6.066, 1.965)
C (0.726, 7.256, 2.876)
O (1.075, 8.341, 2.102)
C (1.590, 9.513, 2.818)
N (-0.046, 4.820, 2.692)
H (-0.698, 7.098, 0.417)
H (-1.779, 6.820, 1.793)
H (-1.546, 5.568, 0.589)
H (1.087, 5.757, 1.283)
H (1.489, 6.953, 3.592)
H (-0.140, 7.432, 3.514)
H (2.587, 9.440, 3.253)
H (0.900, 9.678, 3.646)
H (1.589, 10.393, 2.174)
H (0.745, 4.281, 3.014)
H (-0.467, 4.286, 1.946)
C (4.664, 2.515, -1.770)
C (5.253, 1.320, -2.431)
C (6.814, 1.294, -2.438)
O (7.230, 1.276, -1.127)
C (8.644, 1.269, -0.916)
N (4.787, 0.041, -1.953)
H (4.925, 2.383, -0.720)
H (3.575, 2.485, -1.741)
H (5.007, 3.441, -2.232)
H (4.983, 1.493, -3.472)
H (7.248, 2.099, -3.031)
H (7.310, 0.419, -2.857)
H (8.854, 2.260, -0.515)
H (9.321, 1.064, -1.746)
H (8.905, 0.648, -0.059)
H (5.392, -0.620, -2.420)
H (5.197, 0.008, -1.030)
C (-1.839, -5.415, -2.797)
C (-1.950, -5.097, -1.252)
C (-1.987, -6.389, -0.486)
O (-2.598, -6.255, 0.826)
C (-3.075, -7.562, 1.302)
N (-0.744, -4.401, -0.899)
H (-2.681, -6.071, -3.021)
H (-0.896, -5.918, -3.009)
H (-1.890, -4.608, -3.528)
H (-2.838, -4.467, -1.197)
H (-0.981, -6.684, -0.189)
H (-2.355, -7.174, -1.148)
H (-3.847, -8.029, 0.691)
H (-3.512, -7.347, 2.278)
H (-2.234, -8.255, 1.289)
H (-0.684, -3.463, -1.268)
H (-0.772, -4.286, 0.104)
C (-2.378, 1.164, -2.267)
C (-2.876, 0.237, -3.328)
C (-3.077, 0.865, -4.650)
O (-4.081, 1.900, -4.662)
C (-4.424, 2.376, -5.983)
N (-1.967, -0.949, -3.449)
H (-1.375, 1.489, -2.545)
H (-2.476, 0.766, -1.257)
H (-2.997, 2.054, -2.157)
H (-3.821, -0.171, -2.971)
H (-3.438, 0.123, -5.362)
H (-2.144, 1.272, -5.042)
H (-4.885, 1.574, -6.559)
H (-3.529, 2.726, -6.498)
H (-5.028, 3.272, -5.835)
H (-2.600, -1.656, -3.797)
H (-1.624, -1.124, -2.516)
C (-3.897, 4.520, 3.246)
C (-4.248, 3.064, 3.720)
C (-4.959, 2.149, 2.776)
O (-4.907, 0.732, 3.157)
C (-5.458, -0.116, 2.174)
N (-3.048, 2.423, 4.191)
H (-2.859, 4.760, 3.014)
H (-4.167, 5.183, 4.068)
H (-4.547, 4.694, 2.389)
H (-4.842, 3.171, 4.627)
H (-4.511, 2.244, 1.787)
H (-5.997, 2.477, 2.718)
H (-6.530, 0.049, 2.276)
H (-5.340, -1.165, 2.445)
H (-5.024, 0.135, 1.206)
H (-2.708, 2.975, 4.965)
H (-2.336, 2.685, 3.525)
C (0.704, 1.031, -5.557)
C (1.162, 0.046, -4.405)
C (1.317, -1.371, -4.880)
O (1.875, -2.109, -3.812)
C (1.505, -3.479, -3.782)
N (2.344, 0.602, -3.758)
H (-0.166, 0.685, -6.115)
H (1.636, 1.167, -6.105)
H (0.437, 1.996, -5.124)
H (0.426, 0.009, -3.601)
H (1.901, -1.378, -5.800)
H (0.290, -1.566, -5.189)
H (0.432, -3.669, -3.761)
H (1.871, -3.883, -2.838)
H (1.786, -4.025, -4.682)
H (2.116, 1.557, -3.523)
H (3.047, 0.658, -4.480)
C (4.054, -4.620, 0.269)
C (3.564, -3.089, 0.111)
C (4.123, -2.061, 1.128)
O (3.712, -0.805, 0.776)
C (4.123, 0.232, 1.600)
N (3.718, -2.737, -1.304)
H (3.784, -4.970, 1.265)
H (5.126, -4.812, 0.224)
H (3.465, -5.246, -0.400)
H (2.519, -3.170, 0.409)
H (5.196, -2.254, 1.153)
H (3.920, -2.299, 2.172)
H (3.912, 0.134, 2.665)
H (3.828, 1.210, 1.219)
H (5.203, 0.374, 1.571)
H (3.502, -3.533, -1.887)
H (4.717, -2.647, -1.427)

Values from the calculation:
Frontier orbital gap (spin up / spin down), eV: 6.4 / 4.1
Multiplicity: 3
Electronic energy, a.u.: -4629.45237
Total charge: +2
Energy above the lowest of the compared OMol25 structures with the same formula, charge and spin, eV: 5.817